The following is a quantum chemistry calculation of C37H76O25S as an isolated structure in a non-equilibrium geometry, from the OMol25 dataset.

2S+1 = 1
energy = -101615.2210 eV
maximum force = 7.84 eV/A
net charge = 0
E_HOMO = -0.317 hartree

XYZ file:
```
139
Properties=species:S:1:pos:R:3:mulliken_charge:R:1
C -3.483 -3.498 -0.824 0.670
C -4.523 -3.202 -1.881 -0.644
C -4.512 -4.457 -2.760 -0.490
O -4.140 -5.486 -1.819 -0.491
C -3.847 -4.945 -0.517 -0.479
H -3.612 -2.818 0.024 -0.433
H -2.448 -3.300 -1.108 0.076
H -4.146 -2.399 -2.523 0.236
H -5.541 -3.022 -1.547 0.367
H -3.762 -4.400 -3.548 0.271
H -5.522 -4.609 -3.138 0.311
H -3.048 -5.472 0.004 0.360
H -4.755 -4.968 0.092 0.281
C 2.586 -0.112 5.416 0.423
C 2.109 1.300 5.271 -0.219
C 3.424 2.085 5.233 -0.478
O 4.471 1.145 5.333 -0.448
C 3.945 0.016 6.095 -0.498
H 2.759 -0.555 4.434 -0.375
H 1.878 -0.734 5.970 0.300
H 1.517 1.684 6.104 0.344
H 1.496 1.406 4.375 -0.084
H 3.443 2.843 6.027 0.264
H 3.488 2.710 4.338 0.311
H 3.942 0.357 7.135 0.322
H 4.595 -0.852 6.017 0.187
C -1.662 4.480 -4.270 -0.170
C -2.153 3.061 -4.556 0.342
C -2.951 2.722 -3.275 -0.019
O -2.771 3.816 -2.386 -0.470
C -1.615 4.530 -2.739 0.938
H -2.316 5.284 -4.611 0.456
H -0.676 4.648 -4.711 0.076
H -1.279 2.427 -4.714 -0.627
H -2.668 2.909 -5.506 0.505
H -2.592 1.801 -2.804 -0.273
H -4.032 2.670 -3.408 0.322
H -0.719 4.026 -2.353 -0.495
H -1.631 5.563 -2.397 0.525
C -1.292 -0.129 -1.015 -0.477
C -1.173 -0.735 0.413 0.774
C -0.601 0.422 1.228 -0.838
O -1.306 1.525 0.649 -0.489
C -1.352 1.396 -0.771 0.522
H -2.168 -0.471 -1.562 0.244
H -0.408 -0.298 -1.628 -0.068
H -0.557 -1.631 0.502 0.278
H -2.212 -0.955 0.660 -0.600
H 0.473 0.537 1.062 0.236
H -0.859 0.414 2.285 0.339
H -0.628 2.004 -1.318 -0.450
H -2.335 1.796 -1.029 -0.121
O 2.499 -1.951 2.028 -0.370
S 3.222 -3.110 1.563 1.181
O 3.977 -3.108 0.328 -0.687
O 4.266 -3.604 2.704 -0.305
C 5.424 -2.780 2.926 -0.158
C 6.028 -3.141 4.267 -1.353
C 2.154 -4.593 1.581 -1.017
H 5.170 -1.715 2.908 0.309
H 6.107 -2.915 2.086 0.342
H 5.242 -3.257 5.012 0.304
H 6.701 -2.374 4.642 0.386
H 6.539 -4.089 4.099 0.361
H 1.215 -4.264 1.151 0.273
H 2.069 -4.901 2.621 0.341
H 2.718 -5.384 1.096 0.458
C 0.437 4.473 -5.881 -1.433
O 0.207 3.704 -4.703 -0.900
C 1.044 3.878 -3.680 1.113
O 1.947 4.687 -3.647 -0.638
O 0.630 3.126 -2.679 -0.715
C 1.516 2.965 -1.546 -0.023
H -0.425 4.354 -6.532 0.340
H 1.367 4.138 -6.334 0.410
H 0.468 5.539 -5.648 0.343
H 2.207 2.156 -1.771 -0.364
H 0.849 2.852 -0.699 -0.078
H 2.102 3.876 -1.443 0.508
C -3.287 4.378 1.054 0.169
O -2.211 5.105 1.609 -0.436
C -1.066 4.995 0.951 0.696
O -0.965 4.627 -0.190 -0.166
O -0.086 5.406 1.731 -0.416
C 1.181 5.618 1.159 -0.675
H -3.453 4.700 0.025 0.204
H -4.194 4.558 1.629 0.340
H -3.083 3.313 1.101 -0.510
H 1.753 4.709 0.954 0.171
H 1.813 6.140 1.875 0.343
H 1.167 6.181 0.227 0.323
C -3.166 -5.794 5.064 -0.698
O -2.487 -4.577 5.348 -0.359
C -1.477 -4.288 4.540 0.935
O -1.123 -4.857 3.545 -0.609
O -0.955 -3.153 4.992 -0.444
C -0.055 -2.445 4.160 0.068
H -3.394 -5.811 3.998 0.315
H -4.062 -5.998 5.644 0.248
H -2.517 -6.646 5.284 0.294
H 0.115 -1.455 4.567 0.093
H -0.457 -2.320 3.149 -0.073
H 0.822 -3.075 3.997 0.226
C 6.697 0.406 -1.956 -0.798
O 5.303 0.141 -1.818 -0.283
C 4.430 0.590 -2.721 0.738
O 4.691 1.389 -3.568 -0.590
O 3.217 0.096 -2.517 0.067
C 3.040 -0.950 -1.558 -0.992
H 6.926 1.334 -2.480 0.306
H 7.003 -0.363 -2.674 0.335
H 7.220 0.320 -1.012 0.221
H 3.335 -0.555 -0.587 0.411
H 3.570 -1.867 -1.793 0.446
H 1.984 -1.182 -1.450 0.324
C -0.549 -2.075 -7.405 -0.703
O -0.590 -1.169 -6.306 -0.286
C 0.322 -0.196 -6.226 0.553
O 1.070 0.128 -7.111 -0.610
O 0.250 0.327 -5.026 -0.102
C 1.191 1.376 -4.732 0.514
H -1.539 -2.218 -7.832 0.212
H -0.182 -3.008 -6.983 0.242
H 0.089 -1.680 -8.195 0.356
H 1.070 2.245 -5.376 0.154
H 2.202 0.985 -4.768 0.749
H 0.943 1.737 -3.737 -0.505
C -3.780 1.426 2.529 -0.837
O -3.438 0.129 2.960 -0.240
C -4.388 -0.799 2.901 0.696
O -5.537 -0.649 2.606 -0.608
O -3.817 -1.956 3.218 -0.235
C -4.466 -3.170 2.922 -0.622
H -3.094 2.159 2.943 0.365
H -4.752 1.750 2.922 0.473
H -3.922 1.538 1.456 0.232
H -4.466 -3.883 3.749 0.264
H -3.858 -3.709 2.192 0.084
H -5.504 -3.041 2.623 0.464
```